# 1
{
  "formula": "C5H12NO",
  "method": "wB97M-V/def2-TZVPD",
  "symbols": ["C", "C", "N", "C", "C", "C", "O", "H", "H", "H", "H", "H", "H", "H", "H", "H", "H", "H", "H"],
  "positions_angstrom": [[1.2479, -1.9957, 1.6563], [0.7143, -0.5313, 1.5995], [-0.0956, -0.2838, 0.4601], [-1.1961, 0.6411, 0.1094], [-0.9563, 1.5944, -1.0761], [-0.2561, 0.8161, -2.2912], [0.6870, -0.1260, -2.0486], [2.0041, -2.1794, 0.8165], [0.3537, -2.6892, 1.2524], [1.9197, -2.0581, 2.6311], [0.0575, -0.2349, 2.6346], [1.6947, 0.0817, 1.6007], [0.6312, -0.3013, -0.2940], [-1.5367, 1.1958, 1.0135], [-2.1570, 0.0980, -0.1223], [-0.1747, 2.3490, -0.7513], [-1.9001, 1.6533, -1.4458], [0.1239, 1.6272, -2.8821], [-1.1613, 0.3432, -2.8627]],
  "forces_ev_per_angstrom": [[0.13, -0.23, -1.15], [-0.86, 1.54, 2.98], [1.07, -0.51, -1.33], [-0.29, -0.48, 1.42], [4.84, -2.68, 1.65], [-0.87, -1.81, 0.37], [0.07, 0.65, 0.07], [-0.88, 0.67, 0.92], [1.89, 0.97, 2.03], [-1.97, -0.77, -1.59], [1.89, -0.90, -2.36], [-1.27, -0.22, 0.34], [-1.61, 0.07, -0.81], [0.49, 0.07, -0.16], [0.92, -0.24, -0.07], [-1.69, 0.03, -0.52], [-2.73, 2.28, -1.05], [0.17, 0.95, -1.06], [0.71, 0.61, 0.32]],
  "homo_energy_ev": -2.548,
  "smiles": "CCNCCC[O-]",
  "energy_ha": -327.5906,
  "largest_force_ev_per_a": 5.8,
  "mol_weight_da": 102.2,
  "de_lowest_kj_mol": 276.86,
  "charge": -1
}

***

# 2
{
  "formula": "C2H6N2",
  "method": "wB97M-V/def2-TZVPD",
  "symbols": ["C", "N", "C", "N", "H", "H", "H", "H", "H", "H"],
  "positions_angstrom": [[-1.5161, 0.1674, 0.1857], [-0.4384, -0.0971, -0.7967], [0.7663, -0.4211, -0.1348], [1.5263, 0.2982, 0.7996], [-2.2675, 0.9650, 0.0293], [-1.1038, 0.3542, 1.2016], [-2.1100, -0.7718, 0.3305], [-0.1211, 0.6054, -1.4572], [0.8778, -1.4587, -0.1099], [1.6087, 0.4197, -0.3197]],
  "forces_ev_per_angstrom": [[-0.68, -0.61, 1.38], [0.30, 1.07, -0.63], [0.19, 0.09, 5.79], [-2.53, -1.95, -2.67], [0.84, -0.25, -0.70], [0.00, 0.18, -0.72], [0.44, 0.64, -0.44], [-1.33, 0.71, -0.03], [0.87, -2.08, -0.40], [1.90, 2.21, -1.57]],
  "homo_energy_ev": -8.867,
  "energy_ha": -189.1238,
  "largest_force_ev_per_a": 5.8,
  "mol_weight_da": 58.1,
  "de_lowest_kj_mol": 540.21,
  "charge": 0
}

***

# 3
{
  "formula": "C23H38Br2N4O3PtSi2",
  "method": "wB97M-V/def2-TZVPD",
  "symbols": ["Pt", "Br", "C", "C", "C", "C", "C", "N", "C", "O", "O", "H", "H", "H", "Br", "C", "C", "C", "C", "C", "N", "H", "H", "H", "H", "C", "Si", "C", "C", "C", "Si", "C", "C", "C", "H", "H", "H", "H", "H", "H", "H", "H", "H", "H", "H", "H", "H", "H", "H", "H", "H", "H", "H", "C", "N", "C", "C", "O", "N", "C", "C", "H", "H", "H", "H", "H", "H", "H", "H", "H", "H", "H", "H"],
  "positions_angstrom": [[-0.3888, 0.4300, 0.0011], [-2.1882, 3.9451, -3.9959], [-2.4690, 4.3417, -2.1514], [-3.2454, 5.4465, -1.8407], [-3.4148, 5.7324, -0.4974], [-2.8128, 4.9184, 0.4460], [-2.0766, 3.8235, 0.0114], [-1.9061, 3.5357, -1.2817], [-1.4485, 2.9335, 1.0717], [-0.8470, 3.4616, 1.9823], [-1.6841, 1.6532, 0.9558], [-3.6871, 6.0493, -2.6197], [-4.0057, 6.5869, -0.1935], [-2.8826, 5.1220, 1.5047], [0.1318, 0.7554, -3.6576], [-1.5913, 0.3442, -3.0080], [-2.5860, 0.1280, -3.9519], [-3.8754, -0.0853, -3.5067], [-4.1269, -0.0587, -2.1434], [-3.0722, 0.1555, -1.2814], [-1.8093, 0.3352, -1.7010], [-2.3404, 0.1535, -5.0026], [-4.6749, -0.2502, -4.2168], [-5.1222, -0.1985, -1.7469], [-3.2025, 0.2024, -0.2079], [0.6154, -2.3431, 3.2020], [-0.1830, -0.6412, 3.0037], [-2.0025, -0.9945, 2.6492], [-0.1329, 0.2167, 4.6789], [0.6782, 0.4552, 1.7627], [2.5320, 0.4574, 1.5746], [3.0868, 1.5466, 0.1350], [3.2665, 1.2410, 3.1256], [3.3683, -1.2320, 1.4319], [-0.0021, -2.9481, 3.8720], [1.6130, -2.2825, 3.6402], [0.6982, -2.8822, 2.2534], [-2.4259, -1.4645, 3.5425], [-2.1502, -1.6875, 1.8186], [-2.5583, -0.0790, 2.4404], [-0.6400, -0.3599, 5.4560], [-0.6120, 1.1962, 4.6074], [0.8990, 0.3812, 4.9984], [0.4944, 1.4596, 2.1733], [3.1281, 2.5872, 0.4666], [2.3954, 1.5017, -0.7085], [4.0874, 1.2782, -0.2151], [2.8371, 2.2312, 3.2937], [4.3512, 1.3526, 3.0444], [3.0621, 0.6362, 4.0130], [2.9120, -1.8827, 0.6867], [3.3469, -1.7598, 2.3862], [4.4194, -1.0866, 1.1648], [0.2221, -3.8768, -2.4506], [0.3136, -2.9467, -1.3346], [-0.9015, -2.8436, -0.5464], [1.2337, -1.9382, -1.3307], [1.0020, -0.7793, -0.9445], [2.4612, -2.2276, -1.8351], [3.3661, -1.1550, -2.2086], [3.0814, -3.5331, -1.6945], [-0.7412, -3.7373, -2.9488], [0.2849, -4.9136, -2.1122], [1.0087, -3.6915, -3.1748], [-1.1001, -3.8014, -0.0616], [-1.7572, -2.5867, -1.1792], [-0.7922, -2.0747, 0.2135], [2.8334, -0.2106, -2.2240], [3.7792, -1.3616, -3.1982], [4.1871, -1.0777, -1.4921], [2.4242, -4.2152, -1.1639], [4.0006, -3.4249, -1.1134], [3.3359, -3.9628, -2.6666]],
  "forces_ev_per_angstrom": [[-0.10, 0.11, 0.26], [0.01, -0.05, -0.04], [0.03, -0.02, 0.05], [0.01, 0.00, -0.02], [-0.03, 0.02, 0.02], [0.08, 0.06, -0.04], [-0.12, 0.11, 0.19], [-0.11, -0.11, 0.01], [0.31, -0.23, -0.13], [-0.09, 0.10, 0.06], [-0.17, -0.02, -0.43], [0.01, 0.00, 0.00], [0.00, 0.00, 0.00], [-0.01, -0.02, 0.00], [0.06, -0.07, 0.15], [-0.08, 0.10, -0.02], [-0.01, 0.00, 0.01], [0.00, 0.01, -0.03], [-0.01, 0.00, 0.03], [0.03, -0.03, 0.09], [0.17, 0.06, -0.05], [-0.01, 0.00, 0.00], [0.00, 0.00, 0.00], [0.00, 0.00, 0.00], [-0.03, -0.01, -0.01], [-0.06, 0.01, -0.01], [0.03, -0.02, 0.14], [0.00, 0.01, 0.09], [0.07, -0.03, -0.05], [0.11, -0.04, -0.42], [0.05, 0.09, 0.16], [-0.07, 0.02, 0.00], [0.01, -0.08, 0.00], [-0.01, 0.04, -0.02], [0.00, -0.02, -0.01], [-0.01, 0.01, -0.01], [0.02, 0.02, -0.01], [-0.05, -0.01, -0.01], [-0.01, 0.02, -0.03], [0.06, -0.02, 0.01], [-0.01, -0.01, -0.01], [-0.01, -0.01, -0.01], [-0.01, 0.01, 0.02], [-0.07, 0.04, -0.06], [-0.04, 0.00, 0.00], [0.02, -0.03, 0.01], [0.01, -0.01, 0.02], [0.00, 0.00, 0.00], [0.00, 0.00, -0.01], [0.01, 0.01, 0.00], [-0.01, -0.03, -0.03], [0.00, 0.01, 0.00], [0.00, -0.01, -0.02], [0.03, -0.05, 0.06], [-0.01, 0.10, 0.01], [0.03, -0.01, 0.02], [-0.30, -0.07, -0.28], [0.28, 0.07, 0.36], [0.00, -0.03, -0.08], [-0.01, 0.03, 0.05], [0.00, 0.00, -0.01], [0.00, 0.00, 0.00], [0.00, 0.00, 0.00], [0.01, 0.01, 0.00], [0.00, -0.01, -0.01], [0.00, 0.02, 0.01], [0.02, -0.04, 0.01], [-0.01, -0.01, -0.02], [0.01, -0.01, 0.01], [0.00, 0.01, 0.03], [0.00, 0.00, 0.01], [0.00, -0.01, -0.01], [-0.01, 0.00, 0.00]],
  "homo_energy_ev": -8.130,
  "energy_ha": -7190.3825,
  "largest_force_ev_per_a": 0.5,
  "mol_weight_da": 829.6,
  "de_lowest_kj_mol": 29.55,
  "charge": 0
}

***

# 4
{
  "formula": "C5H6O2",
  "method": "wB97M-V/def2-TZVPD",
  "symbols": ["C", "C", "O", "C", "C", "O", "C", "H", "H", "H", "H", "H", "H"],
  "positions_angstrom": [[-0.7915, 0.2586, 1.0130], [-0.5405, -0.9369, 0.1034], [-1.1549, -0.1256, -0.9877], [-0.4428, 0.9630, -0.3036], [0.9983, 0.5462, -0.6499], [1.7400, 0.1041, 0.4748], [0.9523, -0.8499, -0.2575], [-1.8688, 0.3185, 1.1793], [-0.2052, 0.4280, 1.9124], [-0.9681, -1.9284, 0.2687], [-0.7314, 1.9989, -0.5008], [1.5024, 0.8911, -1.5482], [1.5102, -1.6675, -0.7039]],
  "forces_ev_per_angstrom": [[0.08, 0.08, 0.23], [-0.04, -0.27, 0.15], [0.09, -0.33, 0.03], [0.00, 0.26, -0.09], [0.04, 0.16, -0.15], [0.00, -0.12, 0.21], [-0.07, -0.19, -0.18], [0.22, 0.21, 0.11], [0.06, -0.08, -0.07], [-0.08, 0.27, -0.20], [-0.22, -0.37, -0.29], [0.10, 0.18, 0.33], [-0.17, 0.19, -0.06]],
  "homo_energy_ev": -9.689,
  "energy_ha": -344.4835,
  "largest_force_ev_per_a": 0.5,
  "mol_weight_da": 98.1,
  "de_lowest_kj_mol": 310.93,
  "charge": 0
}